18
Properties=species:S:1:pos:R:3 method="wB97M-V/def2-TZVPD" total_charge=0 smiles="Br[C@]1(c2cccs2)CC=CS1" fmax_ev_per_a=0.96 lumo_ha=0.0037
Br 2.4905 -0.5401 -0.7874
C 0.4301 -0.4882 -0.3769
C 0.1499 0.8281 0.2011
C -0.1460 1.9872 -0.4562
C -0.3335 3.0788 0.4153
C -0.1668 2.7411 1.7194
S 0.2221 1.0822 1.9184
C 0.1420 -1.6982 0.4997
C -0.1596 -2.8407 -0.4182
C -0.4779 -2.4916 -1.6553
S -0.4153 -0.7650 -1.9588
H -0.2322 2.0470 -1.5266
H -0.5826 4.0699 0.0825
H -0.2488 3.3656 2.5866
H -0.7416 -1.4859 1.1153
H 0.9714 -1.9109 1.1745
H -0.1401 -3.8544 -0.0599
H -0.7615 -3.1247 -2.4735

=====

25
Properties=species:S:1:pos:R:3 method="wB97M-V/def2-TZVPD" total_charge=0 de_lowest_kcal_mol=99.4 fmax_ev_per_a=4.60 lumo_ha=0.0309
C -0.3908 1.7894 -0.4083
C 1.7966 1.0990 -1.0875
C -0.2845 1.6244 1.1078
C -1.3721 2.8898 -0.7861
O 0.8618 2.1498 -0.9920
H -0.7249 0.8383 -0.8503
H 2.1485 0.7589 -0.1056
H 1.3782 0.2380 -1.6244
H 2.6474 1.4853 -1.6480
H 0.0792 2.5497 1.5563
H -1.2624 1.3911 1.5306
H -1.0395 3.8420 -0.3721
H -2.3664 2.6659 -0.3992
H -1.4291 2.9867 -1.8694
H 0.3950 0.8160 1.3761
C 0.0348 -2.2962 0.5560
C 0.2441 -3.3726 1.6056
C -0.7053 -2.5317 -1.6553
O -0.7354 -1.5012 -2.1775
H -0.4002 -3.1210 -0.5532
H -0.7289 -1.5723 0.8379
H 0.9526 -1.7667 0.3025
H 0.9936 -4.1009 1.2876
H 0.5902 -2.9502 2.5533
H -0.6824 -3.9118 1.8153

=====

Number 1: highest occupied orbital energy -8.450 eV. Number 2: highest occupied orbital energy -8.699 eV.